Record 1
Computed, not measured: a molecular structure, C23H37BaO2 in a non-equilibrium geometry, with ωB97M-V/def2-TZVPD.

Computed properties:
HOMO level (alpha / beta): -1.1757 / -2.9548 eV
spin multiplicity: 1
total charge: -1
M: 482.87 g/mol

Geometry (Å):
O  1.060  -0.607  -3.296
C  1.218  0.565  -4.209
C  1.017  -0.266  -5.466
H  2.226  0.987  -4.122
H  0.435  1.284  -3.969
C  0.882  -1.470  -4.517
H  1.903  -0.339  -6.109
H  0.101  -0.003  -6.006
C  2.061  -2.440  -4.551
H  3.008  -1.901  -4.387
H  2.110  -2.928  -5.528
H  1.944  -3.233  -3.790
C  -0.495  -2.113  -4.497
H  -1.262  -1.350  -4.269
H  -0.532  -2.929  -3.749
H  -0.701  -2.534  -5.492
Ba  1.409  -1.729  -1.331
C  -1.852  -0.799  2.668
C  -1.687  0.616  2.631
C  -1.884  1.046  1.285
H  -1.463  1.253  3.481
C  -2.140  -0.121  0.494
C  -2.133  -1.250  1.355
H  -2.321  -2.280  1.056
H  -1.773  -1.422  3.562
H  -1.860  2.073  0.930
H  -2.353  -0.131  -0.573
C  1.037  -2.301  2.413
C  0.429  -3.351  1.680
C  1.423  -3.964  0.879
H  -0.613  -3.680  1.779
C  2.651  -3.275  1.102
C  2.398  -2.225  2.033
H  3.138  -1.532  2.442
H  0.561  -1.695  3.183
H  1.294  -4.859  0.265
H  3.629  -3.550  0.702
O  -1.329  1.884  -3.461
C  -2.576  1.278  -3.043
C  -3.326  2.267  -2.131
H  -2.317  0.325  -2.538
H  -3.195  1.034  -3.927
C  -2.566  3.593  -2.272
H  -3.301  1.928  -1.091
H  -4.364  2.351  -2.459
C  -1.180  3.132  -2.757
H  -2.486  4.141  -1.335
H  -3.023  4.224  -3.037
H  -0.499  2.948  -1.899
H  -0.700  3.843  -3.449
C  0.053  1.819  6.142
C  1.463  1.799  5.542
C  2.536  1.483  6.597
C  1.535  0.832  4.450
H  -0.165  0.863  6.643
H  -0.710  1.984  5.371
H  -0.034  2.619  6.882
H  1.657  2.793  5.122
H  2.278  0.571  7.158
H  3.512  1.335  6.125
H  2.616  2.312  7.311
H  2.406  0.189  4.357
H  0.852  0.905  3.616

***

Record 2
Computed, not measured: a molecular structure, C36H42N5O2P2SSiTa in a non-equilibrium geometry, with ωB97M-V/def2-TZVPD.

Computed properties:
HOMO level: -13.0442 eV
spin multiplicity: 1
total charge: +2
M: 879.81 g/mol

Geometry (Å):
Ta  -0.009  0.027  0.220
O  -4.087  -0.070  0.738
C  -3.020  0.132  0.222
N  -1.935  -0.724  0.169
C  -2.115  -2.122  0.145
C  -3.274  -2.839  0.439
C  -3.283  -4.208  0.230
C  -2.163  -4.861  -0.281
C  -1.008  -4.156  -0.563
C  -0.980  -2.785  -0.331
N  0.064  -1.887  -0.625
C  1.283  -2.314  -1.108
O  1.832  -3.372  -0.913
C  1.879  -1.249  -1.978
C  2.783  -1.574  -2.963
C  3.236  -0.569  -3.805
C  2.756  0.715  -3.619
C  1.854  0.956  -2.596
N  1.411  -0.003  -1.773
C  -2.726  1.358  -0.577
C  -3.723  2.252  -0.893
C  -3.435  3.273  -1.789
C  -2.164  3.344  -2.327
C  -1.210  2.428  -1.920
N  -1.473  1.444  -1.059
H  -4.149  -2.332  0.813
H  -4.176  -4.772  0.466
H  -2.189  -5.929  -0.450
H  -0.133  -4.664  -0.941
H  3.105  -2.602  -3.062
H  3.947  -0.785  -4.591
H  3.072  1.531  -4.253
H  1.484  1.952  -2.427
H  -4.702  2.117  -0.454
H  -4.196  3.987  -2.074
H  -1.900  4.103  -3.050
H  -0.208  2.484  -2.307
C  4.033  -0.984  0.250
P  2.603  -0.434  1.230
C  3.285  0.878  2.302
C  2.465  -1.802  2.410
C  1.321  -1.515  3.371
P  -0.228  -1.723  2.445
C  -0.351  -3.534  2.422
C  -1.501  -1.278  3.650
H  4.868  -1.124  0.938
H  4.321  -0.250  -0.505
H  3.813  -1.930  -0.241
H  3.900  0.412  3.072
H  2.484  1.451  2.770
H  3.909  1.562  1.731
H  3.418  -1.921  2.929
H  2.292  -2.719  1.837
H  1.358  -0.494  3.762
H  1.345  -2.197  4.222
H  -0.166  -3.876  3.442
H  0.368  -3.987  1.743
H  -1.351  -3.836  2.118
H  -1.423  -1.957  4.501
H  -2.488  -1.387  3.195
H  -1.372  -0.253  3.969
S  3.054  3.956  -0.053
C  2.335  2.421  -0.125
N  1.051  2.338  0.079
C  0.530  3.631  0.328
C  -0.799  3.992  0.578
C  -1.105  5.322  0.745
C  -0.119  6.318  0.690
C  1.196  5.986  0.467
C  1.501  4.636  0.282
H  2.943  1.565  -0.368
H  -1.564  3.240  0.663
H  -2.131  5.609  0.933
H  -0.393  7.355  0.827
H  1.968  6.742  0.429
C  -0.971  1.965  5.845
Si  -1.787  2.681  4.339
C  -3.588  2.252  4.254
C  -1.487  4.504  4.186
C  -1.009  1.799  2.876
C  -0.599  1.147  1.926
H  -1.265  2.524  6.737
H  0.118  2.005  5.772
H  -1.266  0.925  6.002
H  -4.136  2.761  5.050
H  -3.747  1.178  4.373
H  -4.028  2.551  3.300
H  -1.571  4.978  5.167
H  -2.226  4.970  3.532
H  -0.494  4.725  3.790

***

Record 3
Computed, not measured: a molecular structure, C30H84N3O29P2S6Zr in a non-equilibrium geometry, with ωB97M-V/def2-TZVPD.

Computed properties:
HOMO level: -5.0637 eV
spin multiplicity: 1
total charge: +1
M: 1296.57 g/mol

Geometry (Å):
Zr  -26.200  -7.455  -19.803
C  -18.740  -12.838  -23.271
C  -18.327  -14.202  -22.553
C  -17.297  -14.954  -23.339
O  -17.041  -16.181  -22.619
C  -16.417  -17.119  -23.434
N  -17.758  -13.764  -21.186
H  -17.064  -13.036  -21.270
H  -18.525  -13.337  -20.688
H  -17.334  -14.482  -20.616
H  -19.080  -13.085  -24.277
H  -17.894  -12.152  -23.306
H  -19.489  -12.328  -22.666
H  -19.237  -14.748  -22.305
H  -16.386  -14.372  -23.477
H  -17.652  -15.078  -24.362
H  -15.425  -16.823  -23.776
H  -17.058  -17.183  -24.314
H  -16.333  -18.080  -22.926
C  -19.065  -4.490  -21.632
C  -18.283  -4.120  -20.374
C  -18.914  -2.907  -19.617
O  -18.313  -2.718  -18.368
C  -18.994  -1.749  -17.545
N  -18.326  -5.345  -19.398
H  -19.208  -5.740  -19.103
H  -17.829  -6.106  -19.839
H  -17.690  -5.265  -18.618
H  -18.798  -5.464  -22.042
H  -19.155  -3.705  -22.384
H  -20.101  -4.659  -21.340
H  -17.225  -3.989  -20.598
H  -19.969  -3.034  -19.371
H  -18.824  -2.003  -20.220
H  -18.422  -1.627  -16.625
H  -20.029  -1.954  -17.271
H  -19.011  -0.795  -18.072
C  -19.999  -9.078  -12.690
C  -19.100  -10.277  -12.361
C  -19.937  -11.465  -11.719
O  -18.942  -12.326  -11.136
C  -19.627  -13.391  -10.427
N  -18.355  -10.774  -13.567
H  -17.706  -10.171  -14.052
H  -17.853  -11.649  -13.532
H  -18.999  -10.943  -14.327
H  -20.372  -8.577  -11.797
H  -20.843  -9.263  -13.355
H  -19.482  -8.253  -13.180
H  -18.293  -10.032  -11.670
H  -20.593  -11.988  -12.416
H  -20.470  -10.985  -10.898
H  -20.291  -13.034  -9.639
H  -18.831  -13.945  -9.930
H  -20.176  -14.039  -11.110
P  -23.106  -9.810  -18.547
O  -24.092  -10.126  -19.658
O  -24.241  -9.308  -17.666
O  -22.977  -8.359  -19.096
O  -21.894  -10.650  -18.029
P  -30.125  -7.422  -20.595
O  -29.564  -7.673  -19.194
O  -29.218  -6.220  -20.812
O  -31.648  -7.317  -20.968
O  -29.152  -8.337  -21.294
O  -24.798  -2.460  -22.344
S  -24.683  -1.189  -23.102
O  -23.884  -0.078  -22.628
O  -24.354  -1.576  -24.679
C  -23.698  -0.631  -25.554
C  -24.521  -0.388  -26.800
C  -26.430  -0.514  -23.320
H  -22.717  -1.044  -25.785
H  -23.344  0.255  -25.027
H  -23.909  0.007  -27.611
H  -25.232  0.423  -26.645
H  -25.061  -1.256  -27.178
H  -26.854  -0.483  -22.317
H  -27.048  -1.246  -23.840
H  -26.524  0.418  -23.877
O  -28.775  -14.800  -14.158
S  -28.860  -14.091  -12.897
O  -29.977  -14.302  -11.962
O  -27.431  -14.381  -12.052
C  -27.549  -14.177  -10.639
C  -26.128  -14.045  -10.133
C  -28.625  -12.242  -13.208
H  -27.992  -15.084  -10.227
H  -28.261  -13.409  -10.336
H  -25.657  -13.265  -10.731
H  -25.644  -15.015  -10.247
H  -26.135  -13.783  -9.075
H  -29.520  -11.800  -13.644
H  -27.754  -11.975  -13.807
H  -28.526  -11.842  -12.199
O  -24.071  -7.664  -26.557
S  -25.455  -7.730  -26.066
O  -25.774  -7.269  -24.725
O  -26.478  -7.018  -27.146
C  -27.818  -6.733  -26.827
C  -28.293  -5.855  -27.946
C  -26.095  -9.475  -26.327
H  -27.876  -6.049  -25.980
H  -28.518  -7.557  -26.691
H  -29.300  -5.474  -27.770
H  -28.314  -6.413  -28.882
H  -27.742  -4.915  -27.923
H  -26.922  -9.743  -25.670
H  -25.330  -10.206  -26.065
H  -26.383  -9.680  -27.358
O  -22.439  -18.297  -14.984
S  -21.915  -17.910  -16.300
O  -20.621  -17.267  -16.402
O  -21.967  -19.269  -17.302
C  -21.237  -19.190  -18.480
C  -21.530  -20.468  -19.194
C  -23.194  -16.857  -17.254
H  -20.162  -19.185  -18.304
H  -21.542  -18.309  -19.045
H  -22.610  -20.524  -19.324
H  -21.165  -21.325  -18.628
H  -21.194  -20.489  -20.231
H  -23.314  -15.909  -16.730
H  -24.112  -17.442  -17.302
H  -22.821  -16.475  -18.204
O  -27.343  -4.051  -16.243
S  -27.551  -3.396  -14.923
O  -26.414  -2.761  -14.207
O  -28.742  -2.303  -15.067
C  -29.935  -2.746  -15.623
C  -30.830  -1.521  -15.502
C  -28.411  -4.543  -13.719
H  -30.365  -3.593  -15.087
H  -29.774  -3.070  -16.651
H  -31.885  -1.616  -15.758
H  -30.544  -0.697  -16.155
H  -30.674  -1.149  -14.489
H  -29.005  -5.266  -14.278
H  -29.012  -4.018  -12.976
H  -27.621  -5.091  -13.205
O  -26.548  -16.678  -22.437
S  -27.978  -16.862  -22.105
O  -28.969  -17.104  -23.176
O  -28.128  -18.134  -21.083
C  -29.476  -18.492  -20.740
C  -29.688  -19.953  -21.251
C  -28.594  -15.548  -20.878
H  -30.240  -17.877  -21.216
H  -29.568  -18.417  -19.657
H  -30.441  -20.422  -20.617
H  -28.717  -20.448  -21.268
H  -30.094  -19.961  -22.262
H  -27.791  -15.204  -20.227
H  -29.422  -15.904  -20.265
H  -28.875  -14.745  -21.560

***

Record 4
Computed, not measured: 2 unconnected molecules or ions with the total composition C2H10N4 in a non-equilibrium geometry, with ωB97M-V/def2-TZVPD.

Computed properties:
HOMO level: -8.3126 eV
SMILES: [H]/N=C/N.NCN
spin multiplicity: 1
M: 90.13 g/mol

Geometry (Å):
H  1.377  -0.835  1.500
N  0.537  -0.634  1.926
C  0.247  -0.432  3.152
N  -1.166  -0.401  3.550
H  0.998  -0.270  3.933
H  -1.551  -0.608  4.400
H  -1.754  -0.485  2.788
N  -1.066  0.756  -2.745
C  0.381  0.109  -2.889
N  1.144  0.222  -1.735
H  -1.529  0.296  -1.777
H  -1.066  1.725  -2.876
H  0.224  -1.019  -3.200
H  0.882  0.578  -3.737
H  1.463  1.197  -1.461
H  0.879  -0.201  -0.830